Computed, not measured: C40H34MnN2O2PS2SbSe2 as an isolated structure, with the ωB97M-V functional and the def2-TZVPD basis.

```
85
Properties=species:S:1:pos:R:3:mulliken_charge:R:1
Mn 0.355 0.100 -1.835 0.588
O 3.951 4.317 -1.421 -0.721
C 4.690 3.253 -1.782 0.417
C 6.076 3.413 -1.782 -0.722
C 6.901 2.365 -2.131 -0.266
C 6.367 1.129 -2.486 -0.778
C 4.998 0.964 -2.480 -0.683
C 4.137 2.008 -2.136 0.363
C 2.679 1.731 -2.119 1.176
O 2.286 0.530 -2.305 -1.144
N 1.877 2.746 -1.860 -0.656
N 0.545 2.365 -1.719 -0.379
C -0.224 3.322 -1.353 0.141
S -1.939 3.086 -1.078 -0.010
C -2.132 4.619 -0.136 -0.537
C -1.254 5.672 -0.781 -0.604
S 0.383 4.943 -1.059 -0.094
H 3.007 4.039 -1.487 0.579
H 6.475 4.377 -1.503 0.416
H 7.974 2.511 -2.128 0.382
H 7.015 0.310 -2.762 0.414
H 4.552 0.016 -2.746 0.424
H -1.843 4.439 0.899 0.025
H -3.186 4.894 -0.170 0.481
H -1.123 6.537 -0.131 0.430
H -1.667 6.000 -1.735 0.327
Se -2.216 -0.093 -2.477 -0.331
P -1.741 -2.198 -2.280 0.368
Se 0.391 -2.527 -2.399 -0.471
C -2.421 -2.768 -0.687 1.174
C -1.653 -3.508 0.201 -0.457
C -2.183 -3.895 1.426 -0.472
C -3.484 -3.557 1.756 -0.662
C -4.261 -2.826 0.863 -0.582
C -3.731 -2.427 -0.350 -0.777
C -2.630 -3.188 -3.513 0.950
C -3.838 -2.730 -4.029 -0.280
C -4.554 -3.519 -4.915 -0.734
C -4.065 -4.762 -5.290 -0.450
C -2.856 -5.215 -4.783 -0.638
C -2.136 -4.429 -3.897 -0.539
H -0.633 -3.763 -0.058 0.337
H -1.568 -4.448 2.123 0.529
H -3.896 -3.854 2.712 0.423
H -5.277 -2.558 1.120 0.440
H -4.324 -1.824 -1.026 0.314
H -4.205 -1.748 -3.757 0.264
H -5.490 -3.159 -5.320 0.399
H -4.622 -5.374 -5.985 0.376
H -2.467 -6.178 -5.084 0.399
H -1.184 -4.773 -3.510 0.320
C 4.004 2.699 3.150 -0.673
C 3.365 3.172 2.015 -0.743
C 2.344 2.430 1.438 -0.252
C 1.959 1.211 1.991 0.414
C 2.609 0.739 3.127 -0.433
C 3.626 1.485 3.706 -0.703
Sb 0.457 0.080 1.011 1.743
C 0.595 -1.729 2.105 0.616
C 1.370 -2.764 1.591 -1.074
C 1.511 -3.950 2.299 -0.405
C 0.871 -4.108 3.520 -0.643
C 0.092 -3.081 4.034 -0.734
C -0.043 -1.893 3.331 -0.207
C -1.291 0.897 1.891 0.329
C -2.502 0.237 1.707 -0.064
C -3.679 0.795 2.182 -0.574
C -3.653 2.015 2.843 -0.675
C -2.447 2.674 3.033 -0.508
C -1.267 2.120 2.554 -0.701
H 4.807 3.270 3.596 0.371
H 3.668 4.105 1.558 0.478
H 1.872 2.803 0.538 0.227
H 2.331 -0.214 3.562 0.419
H 4.129 1.112 4.587 0.407
H 1.858 -2.655 0.627 0.403
H 2.117 -4.749 1.895 0.411
H 0.980 -5.033 4.071 0.367
H -0.408 -3.204 4.986 0.418
H -0.654 -1.097 3.737 0.471
H -2.537 -0.712 1.182 0.132
H -4.617 0.276 2.032 0.436
H -4.571 2.450 3.215 0.371
H -2.423 3.619 3.561 0.432
H -0.327 2.637 2.713 0.477
```

Output
Charge: 0
Total energy in a.u.: -9136.6353
Energy above the lowest of the compared OMol25 structures with the same formula, charge and spin in kcal/mol: 1.2
E_HOMO (spin up / spin down) in eV: -7.66 / -7.86
F_max in eV/A: 0.3
Gap between HOMO and LUMO (spin up / spin down) in eV: 7.981 / 8.122
Multiplicity: 6

---

Computed, not measured: C41H28BrClF9N7O3Ti as an isolated structure, with the ωB97M-V functional and the def2-TZVPD basis.

```
91
Properties=species:S:1:pos:R:3:mulliken_charge:R:1
Ti 0.041 -0.819 -0.581 0.142
C 2.350 3.546 -3.307 -1.130
C 2.572 4.304 -2.165 -0.464
C 1.825 4.042 -1.036 -0.815
C 0.878 3.011 -1.070 -0.294
N 0.659 2.292 -2.165 0.330
C 1.377 2.563 -3.252 -0.041
N 0.140 2.847 0.096 -0.039
C -0.756 2.005 0.415 -1.165
N -1.182 0.749 -0.122 1.235
C -2.397 0.447 0.490 -0.373
N -3.240 -0.491 0.256 -0.429
C -3.021 -1.566 -0.564 -0.050
C -4.149 -2.263 -1.027 -1.069
C -3.983 -3.454 -1.686 -0.498
C -2.695 -3.958 -1.868 -1.282
C -1.635 -3.207 -1.429 -0.186
N -1.782 -2.018 -0.810 1.402
C -2.677 1.426 1.555 -0.239
C -3.706 1.492 2.478 0.149
C -3.656 2.523 3.405 -0.783
C -2.618 3.460 3.388 -0.867
C -1.606 3.394 2.441 -0.061
C -1.654 2.346 1.540 0.409
H 2.906 3.716 -4.219 0.443
H 3.314 5.093 -2.160 0.413
H 1.947 4.603 -0.121 0.502
H 1.159 1.959 -4.129 0.434
H -5.122 -1.846 -0.817 0.609
H -4.845 -4.005 -2.041 0.429
H -2.517 -4.909 -2.348 0.546
H -0.616 -3.541 -1.560 0.264
H -4.506 0.764 2.470 0.555
H -4.433 2.610 4.154 0.426
H -2.606 4.249 4.129 0.447
H -0.800 4.114 2.409 0.623
Br 2.566 -3.634 -3.479 -0.123
C 3.543 -2.176 -2.745 0.147
C 4.859 -1.980 -3.143 -0.781
C 5.540 -0.917 -2.576 -0.488
C 4.898 -0.117 -1.642 -1.132
C 3.582 -0.413 -1.330 0.271
N 2.909 -1.422 -1.882 0.331
C 2.852 0.409 -0.294 0.025
O 3.454 1.180 0.421 -0.707
O 1.569 0.192 -0.239 1.946
H 5.321 -2.639 -3.863 0.455
H 6.566 -0.721 -2.857 0.446
H 5.385 0.714 -1.154 0.542
C 2.154 -2.323 1.981 -1.442
C 1.060 -3.049 1.204 1.132
O 0.763 -2.408 0.021 0.205
C 1.540 -4.470 0.831 0.383
F 1.632 -5.254 1.919 -0.294
F 2.753 -4.418 0.267 -0.242
F 0.726 -5.076 -0.039 -0.176
C -0.223 -3.136 2.066 -0.089
F -0.875 -1.957 1.998 0.004
F 0.042 -3.367 3.357 -0.338
F -1.075 -4.078 1.649 -0.320
H 3.005 -2.175 1.319 0.323
H 2.470 -2.894 2.852 0.502
H 1.775 -1.352 2.303 0.011
F 1.878 3.809 6.403 -0.281
C 0.670 3.244 6.266 0.760
F -0.219 4.247 6.112 -0.253
F 0.374 2.640 7.428 -0.277
C 0.613 2.291 5.106 0.512
C -0.378 1.323 5.063 -1.335
C -0.441 0.512 3.943 -0.368
N 0.399 0.615 2.914 0.239
C 1.358 1.535 2.976 0.381
C 1.503 2.401 4.053 -1.349
H -1.088 1.206 5.870 0.453
H -1.212 -0.246 3.859 0.595
H 2.025 1.598 2.125 0.118
H 2.292 3.140 4.058 0.550
Cl -5.329 0.006 -5.342 -0.249
C -3.770 -0.210 -4.597 0.392
C -3.201 0.833 -3.884 -1.234
C -1.971 0.649 -3.275 0.494
C -1.292 -0.570 -3.361 -0.057
C 0.011 -0.800 -2.678 -0.172
C -1.879 -1.585 -4.117 -0.153
C -3.112 -1.419 -4.729 -1.011
H -3.721 1.778 -3.802 0.453
H -1.529 1.457 -2.709 0.226
H 0.703 0.025 -2.832 0.255
H 0.476 -1.734 -3.002 0.228
H -1.358 -2.528 -4.234 0.471
H -3.558 -2.218 -5.306 0.445
```

Output
Charge: 0
Total energy in a.u.: -6970.9385
Energy above the lowest of the compared OMol25 structures with the same formula, charge and spin in kcal/mol: 9.0
E_HOMO in eV: -8.22
F_max in eV/A: 0.8
Gap between HOMO and LUMO in eV: 7.462
Multiplicity: 1

---

Computed, not measured: a 6-piece molecular cluster, H12O6 overall in a non-equilibrium geometry, with the ωB97M-V functional and the def2-TZVPD basis.

```
18
Properties=species:S:1:pos:R:3:mulliken_charge:R:1
O -0.404 0.392 2.766 -0.680
H -0.190 0.477 1.851 0.351
H -0.905 1.169 2.892 0.327
O -1.713 -1.981 -1.124 -0.728
H -1.974 -1.999 -0.199 0.354
H -2.003 -1.106 -1.489 0.349
O -0.707 0.466 -3.109 -0.553
H -1.321 -0.148 -3.544 0.291
H -0.412 1.038 -3.755 0.275
O 1.296 1.778 -1.439 -0.648
H 0.577 2.388 -1.491 0.292
H 0.936 0.951 -1.156 0.363
O 0.257 -0.363 0.106 -0.743
H -0.402 -0.818 -0.452 0.413
H 0.948 -0.929 0.453 0.296
O 2.161 -0.564 2.879 -0.644
H 2.611 -0.462 3.741 0.303
H 1.250 -0.281 3.078 0.382
```

Output
Charge: 0
Total energy in a.u.: -458.6227
SMILES: O.O.O.O.O.O
Energy above the lowest of the compared OMol25 structures with the same formula, charge and spin in kcal/mol: 31.2
E_HOMO in eV: -10.61
F_max in eV/A: 3.7
Gap between HOMO and LUMO in eV: 10.879
Multiplicity: 1

---

Computed, not measured: C4H5NOS as an isolated structure in a non-equilibrium geometry, with the ωB97M-V functional and the def2-TZVPD basis.

```
12
Properties=species:S:1:pos:R:3:mulliken_charge:R:1
C 0.481 0.209 2.156 -0.790
C 0.093 0.092 0.798 0.522
C -0.353 0.527 -1.353 0.060
C 0.108 -0.919 -1.151 -0.241
H 0.769 -1.102 2.310 0.151
H 0.204 0.999 2.933 0.284
H -0.649 2.034 0.166 0.350
H -0.757 -1.685 -1.298 0.206
H 0.868 -1.351 -1.850 0.299
N -0.712 0.930 -0.049 -0.223
O 0.323 -1.093 0.131 -0.344
S -0.377 1.359 -2.794 -0.274
```

Output
Charge: 0
Total energy in a.u.: -683.4815
Energy above the lowest of the compared OMol25 structures with the same formula, charge and spin in kcal/mol: 79.3
E_HOMO in eV: -8.65
F_max in eV/A: 5.9
Gap between HOMO and LUMO in eV: 8.467
Multiplicity: 1

---

Computed, not measured: C4H20AgB2O2S2 as an isolated structure in a non-equilibrium geometry, with the ωB97M-V functional and the def2-TZVPD basis.

```
31
Properties=species:S:1:pos:R:3:mulliken_charge:R:1
Ag -3.456 9.948 19.915 -0.365
B -2.940 7.541 20.677 0.722
H -2.652 6.517 21.147 -0.210
H -2.089 8.333 20.833 -0.319
H -3.197 7.394 19.550 -0.308
H -3.926 7.969 21.153 -0.309
B -1.852 10.237 17.957 0.807
H -1.987 9.152 18.364 -0.191
H -0.939 10.708 18.512 -0.371
H -1.633 10.086 16.824 -0.212
H -2.841 10.798 18.159 -0.370
C -4.678 12.170 16.143 -0.845
S -5.750 12.404 17.567 0.338
O -5.152 11.449 18.551 -0.313
C -5.008 13.978 18.105 -0.934
H -3.622 12.122 16.415 0.196
H -4.751 13.051 15.490 0.357
H -4.901 11.255 15.601 0.325
H -5.076 14.748 17.329 0.390
H -3.944 13.883 18.322 0.260
H -5.514 14.329 19.004 0.306
C -3.553 13.425 22.725 -0.837
S -3.359 11.632 22.663 0.526
O -4.295 11.138 21.570 -0.594
C -1.659 11.444 22.049 -0.565
H -4.451 13.626 23.305 0.320
H -3.723 13.786 21.709 0.178
H -2.701 13.927 23.180 0.364
H -1.247 10.569 22.547 0.335
H -1.144 12.369 22.303 0.326
H -1.651 11.213 20.980 -0.009
```

Output
Charge: -1
Total energy in a.u.: -1307.7528
Energy above the lowest of the compared OMol25 structures with the same formula, charge and spin in kcal/mol: 18.0
E_HOMO in eV: -4.31
F_max in eV/A: 2.3
Gap between HOMO and LUMO in eV: 6.674
Multiplicity: 1